Entry 1:
{
  "formula": "C5H12N2O",
  "method": "the ωB97M-V functional and the def2-TZVPD basis",
  "elements": ["C", "C", "O", "C", "C", "N", "H", "H", "H", "H", "H", "H", "H", "H", "H", "C", "N", "H", "H", "H"],
  "positions_angstrom": [[1.31, 2.24, -1.10], [1.00, 0.95, -1.10], [0.50, 0.35, -2.22], [1.06, 0.09, 0.13], [-0.21, 0.68, 1.19], [1.00, -1.28, -0.22], [1.18, 2.85, -1.98], [1.69, 2.72, -0.21], [0.62, -0.61, -2.08], [1.97, 0.30, 0.70], [0.24, 1.62, 1.52], [-1.07, 0.93, 0.58], [-0.37, 0.13, 2.11], [-0.04, -1.60, -0.36], [1.41, -1.87, 0.49], [-2.04, -1.54, 0.91], [-1.69, -1.79, -0.28], [-1.46, -1.98, 1.71], [-2.85, -0.87, 1.20], [-2.24, -1.32, -1.00]],
  "mulliken_charge": [-0.966, 0.304, -0.583, 0.434, -1.358, -0.819, 0.299, 0.249, 0.403, 0.379, 0.444, 0.282, 0.403, 0.314, 0.281, -0.435, -0.525, 0.349, 0.333, 0.211],
  "e_above_lowest_kj_mol": 327.1,
  "total_charge": 0,
  "spin_multiplicity": 1
}

Entry 2:
{
  "formula": "C5H12N2O",
  "method": "the ωB97M-V functional and the def2-TZVPD basis",
  "elements": ["C", "C", "O", "N", "N", "C", "C", "C", "H", "H", "H", "H", "H", "H", "H", "H", "H", "H", "H", "H"],
  "positions_angstrom": [[2.39, -0.01, 0.56], [1.11, 0.38, 0.54], [0.84, 1.75, 0.71], [0.91, 2.45, -0.58], [-0.01, -0.42, 0.32], [0.00, -1.86, 0.55], [-1.39, 0.25, 0.25], [-2.12, -0.21, -1.00], [2.68, -1.04, 0.43], [3.18, 0.71, 0.75], [1.87, 2.78, -0.56], [0.86, 1.69, -1.26], [0.94, -2.26, 0.94], [-0.22, -2.41, -0.38], [-0.76, -2.14, 1.29], [-1.39, 1.35, 0.25], [-1.93, -0.04, 1.15], [-2.31, -1.29, -0.98], [-1.55, 0.02, -1.90], [-3.09, 0.29, -1.07]],
  "mulliken_charge": [-0.944, 0.510, -0.315, -0.467, 0.134, -1.107, -0.513, -1.043, 0.263, 0.262, 0.300, 0.289, 0.388, 0.286, 0.317, 0.371, 0.310, 0.300, 0.279, 0.377],
  "e_above_lowest_kj_mol": 394.5,
  "total_charge": 0,
  "spin_multiplicity": 1
}

Entry 3:
{
  "formula": "C5H12N2O",
  "method": "the ωB97M-V functional and the def2-TZVPD basis",
  "elements": ["N", "C", "C", "N", "C", "C", "C", "O", "H", "H", "H", "H", "H", "H", "H", "H", "H", "H", "H", "H"],
  "positions_angstrom": [[-2.20, -1.22, 0.41], [-2.25, 0.08, 0.12], [-1.24, 1.02, 0.48], [-0.03, 0.42, 0.88], [2.23, -0.04, 0.58], [1.11, 0.81, 0.02], [0.78, 0.38, -1.43], [-1.37, 2.23, 0.37], [-2.99, -1.64, 0.88], [-1.26, -1.69, 0.38], [-3.07, 0.52, -0.44], [-0.27, -2.09, -0.02], [-0.16, -0.58, 0.66], [1.95, -1.10, 0.63], [2.49, 0.23, 1.60], [3.12, 0.02, -0.05], [1.25, 1.89, 0.11], [1.60, 0.42, -2.14], [0.38, -0.64, -1.26], [-0.06, 0.99, -1.79]],
  "mulliken_charge": [-0.343, 0.126, 0.400, -0.330, -1.361, 0.155, -1.043, -0.564, 0.266, -0.373, 0.427, 0.257, -0.066, 0.318, 0.359, 0.393, 0.399, 0.400, 0.301, 0.278],
  "e_above_lowest_kj_mol": 551.9,
  "total_charge": 0,
  "spin_multiplicity": 1
}

Entry 4:
{
  "formula": "C5H12N2O",
  "method": "the ωB97M-V functional and the def2-TZVPD basis",
  "elements": ["C", "N", "C", "O", "C", "C", "C", "N", "H", "H", "H", "H", "H", "H", "H", "H", "H", "H", "H", "H"],
  "positions_angstrom": [[1.32, -0.86, 2.88], [1.15, 0.10, 1.79], [0.75, -0.31, 0.56], [0.53, -1.49, 0.31], [0.51, 0.74, -0.49], [-0.99, 1.05, -0.60], [-1.51, 0.98, -2.05], [-1.60, -0.42, -2.43], [2.36, -0.97, 3.14], [0.87, -1.80, 2.60], [0.82, -0.49, 3.78], [1.16, 1.07, 2.04], [1.07, 1.65, -0.23], [0.96, 0.41, -1.42], [-1.61, 0.34, -0.05], [-1.19, 2.05, -0.21], [-0.79, 1.45, -2.72], [-2.44, 1.57, -2.08], [-1.11, -1.02, -1.78], [-1.34, -0.60, -3.38]],
  "mulliken_charge": [-0.887, -0.239, 0.548, -0.650, -0.619, -0.793, -0.422, -0.606, 0.276, 0.320, 0.308, 0.251, 0.377, 0.341, 0.405, 0.346, 0.281, 0.296, 0.245, 0.221],
  "e_above_lowest_kj_mol": 87.1,
  "total_charge": 0,
  "spin_multiplicity": 1
}